Density functional theory data (ωB97M-V with the def2-TZVPD basis set) for a molecular structure, C26H31N5O2PPdS2.

Cartesian coordinates (Å):
1 Pd 0.671 -1.212 -0.073
2 N 2.853 -0.729 0.247
3 C 3.502 0.548 0.008
4 C 4.880 0.632 -0.047
5 C 5.494 1.868 -0.222
6 C 4.736 3.026 -0.333
7 C 3.355 2.950 -0.291
8 C 2.729 1.706 -0.142
9 P 0.961 1.608 -0.216
10 C 0.163 3.149 0.093
11 C -0.541 3.841 -0.904
12 C -1.083 5.079 -0.611
13 C -0.936 5.622 0.661
14 C -0.240 4.936 1.652
15 C 0.308 3.698 1.376
16 C 0.398 0.784 -1.692
17 C -0.988 0.761 -1.967
18 C -1.450 0.183 -3.134
19 C -0.552 -0.408 -4.018
20 C 0.819 -0.408 -3.750
21 C 1.301 0.191 -2.604
22 H 2.861 -0.932 1.246
23 H 3.370 -1.477 -0.211
24 H 5.484 -0.261 0.063
25 H 6.574 1.924 -0.259
26 H 5.220 3.984 -0.462
27 H 2.758 3.847 -0.396
28 H -0.627 3.438 -1.905
29 H -1.606 5.632 -1.380
30 H -1.359 6.594 0.879
31 H -0.124 5.372 2.635
32 H 0.855 3.163 2.144
33 H -1.678 1.204 -1.261
34 H -2.508 0.187 -3.360
35 H -0.916 -0.865 -4.930
36 H 1.507 -0.845 -4.461
37 H 2.368 0.249 -2.427
38 C -6.396 -2.106 -1.093
39 C -5.177 -1.389 -0.629
40 C -5.212 -0.115 -0.051
41 C -4.018 0.454 0.367
42 N -2.844 -0.163 0.231
43 C -2.914 -1.380 -0.323
44 S -1.460 -2.301 -0.588
45 N -4.000 -2.012 -0.753
46 H -7.254 -1.443 -1.164
47 H -6.631 -2.904 -0.385
48 H -6.208 -2.577 -2.056
49 H -6.145 0.417 0.073
50 H -4.003 1.438 0.821
51 C 2.849 -5.172 1.041
52 S 1.328 -4.267 1.245
53 C 0.173 -5.538 0.765
54 O 1.336 -3.278 0.054
55 H 2.847 -5.991 1.761
56 H 3.675 -4.500 1.263
57 H 2.912 -5.549 0.021
58 H 0.244 -6.351 1.488
59 H 0.414 -5.884 -0.238
60 H -0.828 -5.112 0.802
61 N -1.080 0.042 2.846
62 C 0.095 -0.564 3.050
63 N 0.593 -0.623 4.289
64 O 0.771 -1.058 2.099
65 H -1.631 0.351 3.629
66 H -1.554 -0.083 1.955
67 H 0.087 -0.294 5.094
68 H 1.472 -1.088 4.438

Forces on atoms 1 to 2 (eV/Å):
-0.1 -0.3 0.1
0.0 0.0 -0.1

Its charge is +3. The value obtained for the HOMO energy (alpha / beta) is -16.28 / -17.26 eV. Its multiplicity is 5. The calculation puts the frontier orbital gap (alpha / beta) at 0.3128 / 0.2166 Ha.



Density functional theory data (ωB97M-V with the def2-TZVPD basis set) for C26H31NO7 in the gas phase.

Cartesian coordinates (Å):
1 C -0.745 -4.198 -0.645
2 C -0.158 -4.371 0.752
3 O -0.662 -3.427 1.677
4 C -0.238 -2.122 1.604
5 C 0.764 -1.634 0.790
6 C 1.090 -0.281 0.806
7 C 2.138 0.228 -0.158
8 C 1.918 -0.292 -1.553
9 C 0.756 -0.343 -2.279
10 O 0.719 -0.986 -3.439
11 C -0.521 0.192 -1.806
12 C -1.681 -0.554 -2.003
13 C -2.894 -0.139 -1.493
14 C -2.982 1.061 -0.789
15 O -4.091 1.567 -0.214
16 C -5.334 0.874 -0.279
17 C -6.177 1.410 0.874
18 C -6.018 1.114 -1.624
19 C -1.828 1.841 -0.644
20 C -0.619 1.411 -1.133
21 C 3.076 -1.036 -1.969
22 O 3.208 -1.637 -3.035
23 C 4.067 -0.984 -0.820
24 O 5.175 -1.473 -0.764
25 N 3.462 -0.278 0.160
26 C 4.106 0.066 1.403
27 C 5.233 1.087 1.212
28 C 4.774 2.341 0.475
29 O 3.644 2.891 1.121
30 C 3.228 4.106 0.558
31 C 0.434 0.574 1.672
32 C -0.568 0.095 2.499
33 C -0.920 -1.242 2.465
34 O -1.919 -1.706 3.259
35 H -0.488 -3.224 -1.054
36 H -0.354 -4.971 -1.301
37 H -1.828 -4.281 -0.605
38 H 0.938 -4.332 0.724
39 H -0.456 -5.338 1.167
40 H 1.309 -2.288 0.127
41 H 2.159 1.323 -0.107
42 H 1.622 -1.376 -3.613
43 H -1.622 -1.481 -2.552
44 H -3.761 -0.761 -1.649
45 H -5.163 -0.201 -0.127
46 H -5.670 1.232 1.819
47 H -7.144 0.916 0.890
48 H -6.323 2.480 0.755
49 H -6.216 2.176 -1.749
50 H -5.388 0.785 -2.447
51 H -6.960 0.573 -1.664
52 H -1.916 2.783 -0.128
53 H 0.251 2.038 -1.030
54 H 4.531 -0.844 1.838
55 H 3.345 0.468 2.073
56 H 6.038 0.629 0.637
57 H 5.612 1.362 2.196
58 H 5.591 3.078 0.459
59 H 4.525 2.099 -0.571
60 H 2.958 3.986 -0.500
61 H 2.355 4.432 1.121
62 H 4.013 4.869 0.630
63 H 0.699 1.619 1.704
64 H -1.096 0.749 3.174
65 H -1.998 -2.658 3.104

Forces on atoms 1 to 2 (eV/Å):
0.1 0.1 0.4
0.0 -0.3 -0.4

Its SMILES is CCOc1cc([C@@H]2/C(=C(/O)c3ccc(OC(C)C)cc3)C(=O)C(=O)N2CCCOC)ccc1O. The value obtained for the HOMO energy is -8.23 eV. Its multiplicity is 1. The calculation puts the frontier orbital gap at 0.2925 Ha.



Density functional theory data (ωB97M-V with the def2-TZVPD basis set) for 2 unconnected molecules or ions with the total composition C26H31OSi.

Cartesian coordinates (Å):
1 C -5.998 -1.745 0.535
2 C -4.691 -1.434 1.203
3 C -4.746 -0.705 2.397
4 C -3.596 -0.297 3.034
5 C -2.342 -0.760 2.597
6 C -1.144 -0.518 3.510
7 C 0.181 -0.861 2.915
8 C 1.346 -0.209 3.134
9 C 2.554 -0.498 2.318
10 C 3.800 -0.087 2.848
11 C 4.984 -0.352 2.168
12 C 4.969 -1.040 0.956
13 C 6.258 -1.331 0.255
14 C 3.748 -1.460 0.420
15 C 2.560 -1.242 1.112
16 C -2.265 -1.418 1.331
17 C -3.442 -1.718 0.640
18 H -5.861 -2.231 -0.432
19 H -6.675 -2.373 1.134
20 H -6.499 -0.767 0.399
21 H -5.741 -0.529 2.825
22 H -3.663 0.338 3.936
23 H -1.200 0.641 3.784
24 H 0.287 -1.699 2.215
25 H 1.476 0.435 4.011
26 H 3.799 0.467 3.784
27 H 5.922 0.054 2.546
28 H 6.079 -1.866 -0.685
29 H 6.837 -0.427 0.014
30 H 6.886 -1.949 0.914
31 H 3.731 -1.895 -0.587
32 H 1.617 -1.608 0.656
33 H -1.310 -1.769 0.942
34 H -3.410 -2.263 -0.305
35 C -7.222 -0.972 10.580
36 O -6.962 -0.534 9.242
37 C -5.715 -0.705 8.740
38 C -5.445 -0.325 7.408
39 C -4.184 -0.546 6.863
40 C -3.127 -1.135 7.582
41 Si -1.541 -1.265 6.536
42 H -1.212 -1.048 4.605
43 C -0.318 -0.267 7.494
44 C -1.014 -3.019 6.846
45 C -3.423 -1.488 8.926
46 C -4.686 -1.277 9.499
47 H -8.284 -0.722 10.669
48 H -7.051 -2.056 10.732
49 H -6.618 -0.442 11.343
50 H -6.267 0.121 6.849
51 H -3.945 -0.277 5.828
52 H -0.575 0.793 7.491
53 H -0.317 -0.593 8.512
54 H 0.707 -0.339 7.129
55 H -1.661 -3.714 6.303
56 H 0.017 -3.238 6.538
57 H -1.093 -3.258 7.903
58 H -2.686 -1.952 9.586
59 H -4.941 -1.552 10.533

Forces on atoms 1 to 2 (eV/Å):
-0.2 0.3 -0.2
0.2 0.2 0.1

Its charge is +1. The value obtained for the HOMO energy is -10.98 eV. Its multiplicity is 1. The calculation puts the frontier orbital gap at 0.1976 Ha.



Density functional theory data (ωB97M-V with the def2-TZVPD basis set) for a molecular structure, C26H32AlBBr2N8O2S2.

Cartesian coordinates (Å):
1 Al -0.260 -0.494 0.397
2 C 0.607 3.076 -1.169
3 C -0.790 2.935 -0.638
4 C -1.660 4.050 -0.716
5 C -2.941 3.955 -0.269
6 C -3.402 2.731 0.266
7 C -4.709 2.518 0.759
8 Br -5.987 3.922 0.737
9 C -5.077 1.300 1.254
10 C -4.159 0.243 1.280
11 Br -4.695 -1.419 1.988
12 C -2.857 0.375 0.822
13 O -2.008 -0.603 0.872
14 C -2.478 1.663 0.304
15 N -1.189 1.787 -0.135
16 H 0.716 4.021 -1.701
17 H 0.856 2.258 -1.843
18 H 1.337 3.054 -0.361
19 H -1.290 4.975 -1.138
20 H -3.614 4.800 -0.323
21 H -6.078 1.140 1.628
22 C -1.724 1.751 -3.535
23 N -0.490 1.000 -3.653
24 C 0.535 1.294 -4.530
25 C 1.437 0.295 -4.415
26 N 0.966 -0.609 -3.492
27 B 1.550 -2.033 -3.292
28 N 2.292 -2.241 -1.907
29 C 2.951 -3.439 -1.742
30 C 3.663 -3.380 -0.599
31 N 3.436 -2.137 -0.059
32 C 4.117 -1.642 1.120
33 C 2.576 -1.464 -0.859
34 S 1.956 0.127 -0.531
35 C -0.204 -0.161 -3.017
36 S -1.194 -0.920 -1.845
37 H -1.501 2.816 -3.475
38 H -2.238 1.427 -2.634
39 H -2.365 1.563 -4.397
40 H 0.520 2.171 -5.153
41 H 2.368 0.133 -4.927
42 H 2.391 -2.182 -4.148
43 H 0.665 -2.845 -3.365
44 H 2.847 -4.229 -2.463
45 H 4.290 -4.104 -0.112
46 H 5.194 -1.667 0.950
47 H 3.851 -2.253 1.979
48 H 3.804 -0.619 1.292
49 C 1.642 -1.221 3.252
50 C 1.178 -2.289 2.309
51 C 1.459 -3.619 2.497
52 C 0.774 -4.338 1.489
53 C 0.100 -3.417 0.730
54 C -0.823 -3.756 -0.397
55 N 0.350 -2.134 1.201
56 H 2.343 -1.681 3.951
57 H 0.824 -0.800 3.840
58 H 2.159 -0.394 2.764
59 H 2.054 -4.020 3.305
60 H 0.739 -5.407 1.347
61 H -1.014 -4.829 -0.364
62 H -0.416 -3.514 -1.378
63 H -1.784 -3.245 -0.303
64 C -1.638 1.889 3.735
65 N -0.331 2.351 3.287
66 C 0.420 1.665 2.410
67 N 1.617 2.170 2.048
68 O 0.020 0.578 1.959
69 H -1.720 2.018 4.813
70 H -1.735 0.833 3.495
71 H -2.443 2.436 3.241
72 H -0.006 3.249 3.600
73 H 2.034 2.947 2.528
74 H 2.182 1.592 1.437

Forces on atoms 1 to 2 (eV/Å):
0.1 -0.1 0.1
0.0 0.0 0.0

The value obtained for the HOMO energy is -6.63 eV. Its multiplicity is 1. The calculation puts the frontier orbital gap at 0.2421 Ha.



Largest force on an atom values (in hartree/bohr) by entry order: 0.0075, 0.0170, 0.0820, 0.0031.
Energy relative to the best compared isomer or geometry (same formula, charge and spin) values (in eV) by entry order: 0.630, 0.000, 2.382, 0.000.